--- A ---
{
  "formula": "C5H15NO2",
  "method": "ωB97M-V/def2-TZVPD",
  "elements": ["C", "N", "C", "C", "C", "C", "O", "H", "H", "H", "H", "H", "H", "H", "H", "H", "H", "H", "H", "H", "O", "H", "H"],
  "positions_angstrom": [[-1.864, 1.439, 0.941], [-1.135, 1.630, -0.302], [-1.957, 2.379, -1.233], [-0.737, 0.359, -0.899], [0.234, -0.441, -0.016], [1.320, -1.143, -0.811], [2.188, -0.277, -1.498], [-1.827, 2.380, 1.486], [-2.934, 1.241, 0.754], [-1.512, 0.570, 1.492], [-1.497, 2.343, -2.211], [-2.963, 1.922, -1.303], [-2.044, 3.408, -0.874], [-0.188, 0.566, -1.817], [-1.585, -0.261, -1.132], [0.748, 0.258, 0.656], [-0.274, -1.182, 0.582], [0.832, -1.866, -1.483], [1.899, -1.731, -0.116], [1.854, 0.619, -1.594], [3.512, -3.828, 3.192], [3.637, -4.737, 3.526], [4.294, -3.647, 2.661]],
  "lumo_energy_ev": 0.9,
  "orbital_gap_ha": 0.35221,
  "charge": 0
}

--- B ---
{
  "formula": "C5H15NO2",
  "method": "ωB97M-V/def2-TZVPD",
  "elements": ["C", "C", "N", "C", "C", "C", "O", "H", "H", "H", "H", "H", "H", "H", "H", "H", "H", "H", "H", "H", "O", "H", "H"],
  "positions_angstrom": [[-2.233, 0.578, -0.845], [-1.823, -0.602, 0.085], [-1.076, -0.063, 1.257], [0.152, 0.750, 1.138], [1.107, 0.536, -0.083], [1.985, 1.701, -0.454], [1.895, -0.645, 0.056], [-1.380, 0.815, -1.467], [-3.076, 0.294, -1.465], [-2.719, 1.332, -0.209], [-1.287, -1.426, -0.447], [-2.682, -0.960, 0.674], [-0.754, -0.911, 1.731], [0.701, 0.566, 2.074], [-0.138, 1.800, 1.252], [0.282, 0.286, -0.762], [1.417, 2.635, -0.507], [2.539, 1.693, -1.378], [2.694, 1.902, 0.374], [1.772, -1.268, -0.668], [0.631, -3.290, -0.236], [0.425, -2.367, -0.078], [1.568, -3.356, -0.042]],
  "lumo_energy_ev": 0.7,
  "orbital_gap_ha": 0.35941,
  "charge": 0
}

--- C ---
{
  "formula": "C5H15NO2",
  "method": "ωB97M-V/def2-TZVPD",
  "elements": ["C", "C", "C", "C", "H", "H", "H", "H", "H", "H", "H", "H", "C", "N", "H", "H", "H", "H", "H", "O", "O", "H", "H"],
  "positions_angstrom": [[0.138, -0.552, -1.923], [0.191, 0.602, -1.229], [1.469, 1.069, -0.603], [-0.896, 1.629, -1.310], [1.045, -1.109, -2.113], [-0.705, -0.771, -2.562], [1.269, 1.469, 0.388], [1.904, 1.877, -1.196], [2.188, 0.258, -0.521], [-0.511, 2.566, -1.715], [-1.727, 1.292, -1.925], [-1.270, 1.824, -0.302], [-0.327, 0.441, 2.503], [-0.977, -0.038, 1.294], [0.742, 0.282, 2.413], [-0.510, 1.510, 2.617], [-0.668, -0.057, 3.417], [-1.982, 0.086, 1.362], [-0.797, -1.033, 1.153], [-0.340, -2.678, -0.051], [1.003, -2.920, 0.388], [-0.203, -1.896, -0.723], [0.965, -3.852, 0.638]],
  "lumo_energy_ev": 0.9,
  "orbital_gap_ha": 0.35838,
  "charge": 0
}

Least stable: C

--- A ---
{
  "formula": "C19H28N2O4",
  "method": "ωB97M-V/def2-TZVPD",
  "elements": ["C", "O", "C", "C", "C", "C", "C", "C", "N", "C", "C", "C", "O", "O", "C", "C", "O", "N", "C", "C", "C", "C", "C", "C", "C", "H", "H", "H", "H", "H", "H", "H", "H", "H", "H", "H", "H", "H", "H", "H", "H", "H", "H", "H", "H", "H", "H", "H", "H", "H", "H", "H", "H"],
  "positions_angstrom": [[1.604, -5.245, 0.041], [0.680, -4.759, 0.982], [1.137, -3.901, 1.950], [2.469, -3.621, 2.197], [2.821, -2.731, 3.203], [1.843, -2.126, 3.968], [0.507, -2.399, 3.725], [0.132, -3.273, 2.714], [-1.207, -3.591, 2.469], [-2.143, -2.516, 2.257], [-2.002, -1.847, 0.869], [-0.605, -1.312, 0.663], [0.176, -1.712, -0.157], [-0.341, -0.304, 1.515], [0.978, 0.223, 1.481], [1.220, 1.231, 0.351], [2.342, 1.570, 0.045], [0.100, 1.703, -0.220], [0.098, 2.615, -1.349], [-0.593, 1.946, -2.542], [-0.288, 2.654, -3.863], [-1.258, 3.783, -4.224], [-1.723, 4.653, -3.054], [-0.638, 4.983, -2.027], [-0.534, 3.939, -0.916], [2.347, -5.900, 0.507], [1.019, -5.821, -0.676], [2.107, -4.424, -0.478], [3.245, -4.078, 1.605], [3.863, -2.517, 3.380], [2.115, -1.440, 4.755], [-0.254, -1.927, 4.327], [-1.265, -4.290, 1.735], [-1.999, -1.761, 3.031], [-3.155, -2.921, 2.347], [-2.716, -1.026, 0.799], [-2.203, -2.574, 0.081], [1.131, 0.719, 2.442], [1.705, -0.587, 1.374], [-0.794, 1.383, 0.120], [1.153, 2.777, -1.592], [-1.671, 1.898, -2.377], [-0.219, 0.921, -2.596], [0.730, 3.043, -3.817], [-0.311, 1.924, -4.674], [-0.771, 4.416, -4.970], [-2.146, 3.356, -4.697], [-2.117, 5.583, -3.470], [-2.552, 4.164, -2.538], [-0.882, 5.939, -1.558], [0.327, 5.099, -2.521], [0.071, 4.343, -0.101], [-1.535, 3.743, -0.519]],
  "lumo_energy_ev": 0.6,
  "orbital_gap_ha": 0.30970,
  "charge": 0
}

--- B ---
{
  "formula": "C19H28N2O4",
  "method": "ωB97M-V/def2-TZVPD",
  "elements": ["C", "C", "O", "C", "C", "C", "C", "C", "O", "N", "C", "C", "O", "N", "C", "C", "C", "C", "C", "C", "C", "C", "O", "C", "C", "H", "H", "H", "H", "H", "H", "H", "H", "H", "H", "H", "H", "H", "H", "H", "H", "H", "H", "H", "H", "H", "H", "H", "H", "H", "H", "H", "H"],
  "positions_angstrom": [[-6.603, -0.050, -0.852], [-6.327, 0.303, 0.605], [-5.405, 1.371, 0.740], [-4.113, 1.272, 0.334], [-3.490, 2.498, 0.108], [-2.170, 2.585, -0.275], [-1.430, 1.426, -0.469], [-0.013, 1.558, -0.894], [0.668, 2.533, -0.620], [0.474, 0.529, -1.627], [1.826, 0.485, -2.134], [2.617, -0.650, -1.469], [2.726, -1.721, -2.043], [3.118, -0.435, -0.240], [3.114, 0.798, 0.516], [4.535, 1.358, 0.605], [5.474, 0.336, 1.250], [6.907, 0.857, 1.299], [5.392, -0.976, 0.466], [3.945, -1.458, 0.371], [-2.029, 0.192, -0.225], [-3.350, 0.093, 0.188], [-3.952, -1.104, 0.473], [-3.260, -2.312, 0.234], [-4.218, -3.452, 0.542], [-5.713, -0.460, -1.321], [-6.909, 0.839, -1.401], [-7.398, -0.789, -0.904], [-5.990, -0.579, 1.156], [-7.236, 0.691, 1.075], [-4.087, 3.385, 0.248], [-1.699, 3.540, -0.439], [-0.121, -0.247, -1.865], [1.805, 0.264, -3.206], [2.277, 1.465, -1.974], [2.440, 1.535, 0.084], [2.752, 0.568, 1.525], [4.521, 2.280, 1.186], [4.892, 1.595, -0.400], [5.133, 0.150, 2.275], [7.562, 0.129, 1.771], [6.956, 1.784, 1.866], [7.276, 1.050, 0.294], [5.998, -1.745, 0.949], [5.780, -0.822, -0.543], [3.875, -2.356, -0.245], [3.555, -1.675, 1.372], [-1.439, -0.708, -0.307], [-2.936, -2.363, -0.815], [-2.374, -2.378, 0.881], [-5.094, -3.386, -0.097], [-4.538, -3.398, 1.579], [-3.723, -4.404, 0.371]],
  "lumo_energy_ev": 0.6,
  "orbital_gap_ha": 0.32871,
  "charge": 0
}

Least stable: B

--- A ---
{
  "formula": "C2H4BrCl",
  "method": "ωB97M-V/def2-TZVPD",
  "elements": ["C", "C", "Cl", "Br", "H", "H", "H", "H"],
  "positions_angstrom": [[-0.529, -0.701, -0.025], [0.484, 0.409, -0.288], [-2.143, 0.024, 0.191], [2.249, 0.051, 0.216], [-0.219, -1.076, 0.910], [-0.526, -1.538, -0.650], [0.288, 1.807, 0.828], [0.397, 1.025, -1.182]],
  "lumo_energy_ev": 0.0,
  "orbital_gap_ha": 0.34658,
  "charge": 0
}

--- B ---
{
  "formula": "C2H4BrCl",
  "method": "ωB97M-V/def2-TZVPD",
  "elements": ["Cl", "Br", "C", "C", "H", "H", "H", "H"],
  "positions_angstrom": [[1.440, -2.106, -1.962], [3.105, -2.420, -3.256], [-0.434, 1.237, 1.183], [-1.026, 0.232, 0.510], [0.342, 1.142, 1.968], [-0.775, 2.230, 1.116], [-0.725, -0.787, 0.460], [-1.927, 0.472, -0.019]],
  "lumo_energy_ev": -1.2,
  "orbital_gap_ha": 0.32427,
  "charge": 0
}

Least stable: A

--- A ---
{
  "formula": "C9H14N4O3",
  "method": "ωB97M-V/def2-TZVPD",
  "elements": ["C", "C", "C", "C", "C", "C", "C", "C", "C", "H", "H", "H", "H", "H", "H", "H", "H", "H", "H", "H", "H", "H", "H", "N", "N", "N", "N", "O", "O", "O"],
  "positions_angstrom": [[-2.861, -0.654, 0.762], [-2.776, -0.659, -0.699], [-2.626, 0.701, 1.509], [-0.333, 0.390, -0.827], [-0.396, 1.879, -0.427], [0.987, 0.050, -1.423], [2.229, -0.285, -0.571], [3.287, -1.128, -0.813], [3.947, 0.274, 0.837], [-1.746, -2.530, 0.736], [-1.307, -1.359, 2.280], [-3.820, -0.867, 0.756], [-2.205, 0.355, 2.733], [-1.553, 1.305, 0.876], [-3.486, 1.466, 1.609], [-1.781, 0.098, -2.246], [-0.395, -0.326, 0.010], [0.779, -0.676, -2.246], [1.221, 0.856, -2.266], [3.696, -1.689, -1.679], [4.356, 0.567, 1.743], [5.119, -1.263, -0.084], [1.021, 1.644, 0.720], [-2.109, -1.781, 1.452], [-1.485, -0.312, -1.377], [2.575, 0.413, 0.492], [4.316, -0.712, -0.097], [-3.801, -0.753, -1.465], [-1.194, 2.689, -0.981], [0.342, 2.308, 0.685]],
  "lumo_energy_ev": 0.4,
  "orbital_gap_ha": 0.35319,
  "charge": 0
}

--- B ---
{
  "formula": "C9H14N4O3",
  "method": "ωB97M-V/def2-TZVPD",
  "elements": ["C", "C", "N", "C", "O", "C", "N", "C", "C", "C", "N", "C", "N", "C", "O", "O", "H", "H", "H", "H", "H", "H", "H", "H", "H", "H", "H", "H", "H", "H"],
  "positions_angstrom": [[3.001, 0.198, 1.382], [1.549, 0.506, 1.840], [0.592, -0.571, 1.627], [0.337, -1.365, 0.537], [-0.012, -2.495, 0.784], [0.621, -0.863, -0.865], [1.724, -1.586, -1.521], [-0.719, -0.994, -1.692], [-1.821, -0.091, -1.303], [-2.736, 0.488, -2.099], [-3.630, 1.135, -1.195], [-3.098, 1.017, 0.018], [-2.026, 0.244, 0.041], [1.030, 1.875, 1.352], [1.798, 2.796, 1.393], [-0.204, 2.010, 0.980], [3.289, -0.788, 1.688], [3.704, 0.934, 1.815], [3.110, 0.249, 0.296], [1.574, 0.591, 2.946], [0.373, -1.163, 2.407], [0.869, 0.196, -0.806], [1.472, -2.586, -1.619], [2.516, -1.566, -0.865], [-0.999, -2.064, -1.595], [-0.484, -0.766, -2.741], [-2.998, 0.484, -3.142], [-4.576, 1.436, -1.406], [-3.520, 1.577, 0.839], [-0.739, 1.161, 0.903]],
  "lumo_energy_ev": 0.6,
  "orbital_gap_ha": 0.36263,
  "charge": 0
}

Least stable: A

--- A ---
{
  "formula": "C5H11PS",
  "method": "ωB97M-V/def2-TZVPD",
  "elements": ["C", "C", "C", "P", "C", "S", "C", "H", "H", "H", "H", "H", "H", "H", "H", "H", "H", "H"],
  "positions_angstrom": [[2.472, -0.010, 0.681], [0.966, 0.096, 0.958], [0.083, 0.648, 0.049], [-1.717, 0.605, 0.547], [-2.223, 2.060, -0.427], [-2.249, -0.998, -0.615], [-0.914, -2.217, -0.139], [2.857, -1.103, 0.884], [2.728, 0.766, 1.441], [2.505, 0.169, -0.411], [0.679, -0.163, 1.970], [0.591, 0.749, -0.885], [-2.089, 1.930, -1.444], [-1.687, 2.969, -0.013], [-3.248, 2.222, -0.245], [-1.444, -3.176, -0.424], [-0.236, -2.058, -0.911], [-0.492, -1.981, 0.871]],
  "lumo_energy_ev": 0.9,
  "orbital_gap_ha": 0.32617,
  "charge": 0
}

--- B ---
{
  "formula": "C5H11PS",
  "method": "ωB97M-V/def2-TZVPD",
  "elements": ["C", "C", "C", "C", "C", "P", "S", "H", "H", "H", "H", "H", "H", "H", "H", "H", "H", "H"],
  "positions_angstrom": [[-0.177, -1.446, 0.262], [-0.294, -0.645, 1.531], [-0.965, -0.752, -0.785], [-0.313, 0.852, 1.138], [0.916, 1.471, -1.246], [-0.725, 1.014, -0.670], [-1.761, 4.021, -1.129], [0.821, -1.699, -0.055], [-0.794, -2.401, 0.608], [-1.329, -0.876, 1.847], [0.321, -0.787, 2.413], [-0.999, -1.254, -1.833], [-1.971, -0.739, -0.436], [-0.988, 1.387, 1.878], [0.610, 1.324, 1.134], [1.682, 1.129, -0.620], [1.282, 1.227, -2.282], [0.796, 2.557, -1.290]],
  "lumo_energy_ev": [-1.9, -1.8],
  "orbital_gap_ha": [0.24776, 0.24854],
  "charge": 0
}

Least stable: B

--- A ---
{
  "formula": "CH2ClNO",
  "method": "ωB97M-V/def2-TZVPD",
  "elements": ["C", "N", "O", "Cl", "H", "H"],
  "positions_angstrom": [[-0.232, -0.151, 0.279], [-1.022, -0.531, 1.206], [-3.068, -0.210, 2.222], [-0.611, -1.756, 2.155], [-0.366, 0.722, -0.281], [0.731, -0.398, 0.153]],
  "lumo_energy_ev": [-1.6, -1.5],
  "orbital_gap_ha": [0.32803, 0.32427],
  "charge": 0
}

--- B ---
{
  "formula": "CH2ClNO",
  "method": "ωB97M-V/def2-TZVPD",
  "elements": ["C", "N", "O", "H", "Cl", "H"],
  "positions_angstrom": [[1.919, 0.680, 0.267], [1.815, 0.097, -0.814], [3.069, 0.163, 0.070], [1.439, 1.169, 1.098], [-2.361, 0.343, -0.060], [-2.696, 1.133, 0.914]],
  "lumo_energy_ev": 0.6,
  "orbital_gap_ha": 0.37215,
  "charge": 0
}

Least stable: A